{"formula": "C9H8O3", "method": "the ωB97M-V functional and the def2-TZVPD basis", "species": ["C", "C", "C", "C", "C", "C", "C", "C", "C", "H", "H", "H", "H", "H", "H", "H", "H", "O", "O", "O"], "positions_angstrom": [[3.2216, -1.4659, 0.1306], [2.7059, -0.0854, -0.0110], [1.1900, 0.1216, -0.0973], [0.7424, 1.4503, -0.0351], [-0.6182, 1.7468, 0.0153], [-1.5358, 0.6927, 0.0249], [-3.2935, -0.6036, 0.0415], [-1.0914, -0.5870, -0.0269], [0.2471, -0.9126, -0.1611], [2.8461, -1.9158, 1.0710], [4.3033, -1.4570, 0.0664], [2.7956, -2.1142, -0.7036], [1.5025, 2.2591, 0.0114], [-0.9055, 2.7899, 0.2084], [-3.8553, -0.8765, -0.8522], [-3.8571, -0.8501, 0.9777], [0.6037, -1.9523, -0.1946], [3.4525, 0.9115, -0.0100], [-2.9001, 0.7619, 0.0320], [-2.1576, -1.4264, -0.0058]], "forces_ev_per_a": [[-0.70, -1.34, -0.80], [0.07, 2.57, -0.09], [0.43, 0.69, -0.12], [0.35, 0.11, 0.11], [-0.24, 0.48, 0.61], [0.99, 2.24, -0.20], [-1.41, -0.86, 0.53], [0.90, -0.92, -0.48], [0.54, -0.61, 0.65], [0.36, 0.25, -0.38], [0.06, -0.12, 0.17], [0.59, 0.74, 0.94], [-0.71, -0.72, -0.01], [-0.16, -0.58, -0.45], [-0.46, 0.50, 0.05], [0.28, 0.41, -0.72], [-0.51, 0.48, -0.04], [-1.38, -2.22, -0.04], [0.39, -0.39, 0.15], [0.61, -0.70, 0.12]], "e_above_lowest_ev": 0.565, "spin_multiplicity": 1, "e_homo_ha": -0.3102, "charge": 0, "smiles": "CC(=O)c1ccc2c(c1)OCO2"}

{"formula": "C7H9NO3", "method": "the ωB97M-V functional and the def2-TZVPD basis", "species": ["C", "C", "C", "C", "C", "C", "C", "N", "O", "O", "O", "H", "H", "H", "H", "H", "H", "H", "H", "H"], "positions_angstrom": [[0.3451, 2.0606, 0.0647], [-0.3651, 1.7324, 1.2812], [0.4757, 1.0576, -0.8137], [-0.9972, 0.5808, 1.4875], [-0.2123, -0.2520, -0.9005], [-1.1910, -0.3995, 0.2944], [0.7714, -1.4715, -0.9467], [-2.5898, 0.1478, -0.3079], [-2.6816, 1.1439, -0.9002], [-3.5563, -0.6072, -0.0437], [-1.4084, -1.6854, 0.6515], [0.7759, 2.9571, -0.1324], [-0.2901, 2.4002, 2.0879], [1.2324, 1.0708, -1.5124], [-1.3908, 0.2729, 2.4279], [-0.8546, -0.1511, -1.8005], [1.3190, -1.3670, -0.0592], [1.3132, -1.5182, -1.8527], [0.2028, -2.3504, -0.9632], [-2.2216, -1.8578, 0.2887]], "forces_ev_per_a": [[-1.55, -3.78, -0.38], [-0.41, -0.27, -0.01], [0.02, 0.19, 0.56], [0.46, -0.95, -1.82], [-0.40, -0.06, 0.75], [-0.19, 2.11, 0.05], [-1.91, 1.97, -0.51], [-1.46, -3.91, 2.18], [0.32, 2.50, -1.35], [1.08, 0.78, -0.48], [3.07, 0.49, 1.77], [1.46, 2.48, -0.07], [0.08, 0.88, 1.03], [1.47, 0.82, -1.92], [-0.33, -0.15, 0.46], [0.50, -0.44, 0.21], [1.32, -0.40, 0.99], [1.09, 0.51, -0.76], [-0.80, -1.32, 0.43], [-3.82, -1.44, -1.12]], "e_above_lowest_ev": 4.320, "spin_multiplicity": 1, "e_homo_ha": -0.3279, "charge": 0, "smiles": "C[C@@H]1C=CC=C[C@@]1(O)[N+](=O)[O-]"}

{"formula": "C35H28ClN2O8", "method": "the ωB97M-V functional and the def2-TZVPD basis", "species": ["N", "C", "O", "C", "C", "C", "C", "O", "C", "Cl", "N", "C", "O", "O", "H", "H", "H", "H", "H", "H", "H", "H", "H", "H", "H", "H", "C", "C", "C", "C", "C", "C", "C", "O", "C", "C", "C", "C", "C", "C", "C", "O", "H", "H", "H", "H", "H", "H", "H", "H", "C", "C", "C", "C", "C", "C", "C", "O", "C", "C", "C", "C", "C", "C", "C", "O", "H", "H", "H", "H", "H", "H", "H", "H"], "positions_angstrom": [[1.0725, -3.8825, -0.8174], [2.3661, -3.1859, -1.1761], [3.5402, -3.5863, -0.6250], [2.4889, -1.9037, -2.2408], [1.0482, -1.4223, -2.8537], [0.3341, -0.1720, -2.0743], [-0.9228, -0.7816, -1.2107], [-1.9203, -1.2598, -2.2059], [-3.0996, -1.8447, -1.5484], [-4.5514, -1.4796, -2.7033], [1.2681, 0.7278, -1.2983], [1.3696, 0.3587, 0.1647], [0.5519, 0.8657, 1.1292], [2.4305, -0.5637, 0.6901], [1.2411, -4.8921, -0.5249], [0.7255, -3.4369, 0.0845], [3.1580, -1.0409, -1.8039], [3.1081, -2.3467, -3.1604], [1.2544, -1.0712, -3.9743], [0.3530, -2.3916, -2.8821], [-0.1541, 0.5125, -2.9220], [-0.5809, -1.6840, -0.5183], [-1.4371, 0.0157, -0.5182], [-2.9564, -3.0267, -1.6041], [-3.3078, -1.4583, -0.4636], [0.9461, 1.7408, -1.3427], [-5.7246, 1.3150, 1.2562], [-6.5439, 2.0620, 2.1021], [-7.2623, 1.4282, 3.1172], [-7.1705, 0.0405, 3.2796], [-6.3705, -0.7093, 2.4183], [-5.6365, -0.0692, 1.4112], [-6.3049, -2.1793, 2.5488], [-5.5996, -2.8383, 1.7949], [-7.1078, -2.8437, 3.5948], [-7.1000, -4.2413, 3.6926], [-7.8460, -4.8771, 4.6874], [-8.5925, -4.1209, 5.5907], [-8.6065, -2.7288, 5.4920], [-7.8702, -2.0898, 4.4856], [-7.9200, -0.6191, 4.3673], [-8.5795, 0.0459, 5.1579], [-5.1575, 1.8101, 0.4708], [-6.6223, 3.1392, 1.9731], [-7.8959, 2.0185, 3.7772], [-4.9992, -0.6464, 0.7437], [-6.5174, -4.8389, 2.9933], [-7.8427, -5.9626, 4.7583], [-9.1679, -4.6155, 6.3702], [-9.1955, -2.1453, 6.1977], [4.5112, 3.3307, 1.0445], [5.5022, 4.2583, 1.3645], [6.5696, 4.4694, 0.4902], [6.6530, 3.7415, -0.7030], [5.6752, 2.7965, -1.0111], [4.5953, 2.5987, -0.1408], [5.7792, 1.9877, -2.2428], [4.9188, 1.1598, -2.5160], [6.9388, 2.1846, -3.1354], [7.0800, 1.3843, -4.2766], [8.1667, 1.5730, -5.1332], [9.1078, 2.5649, -4.8587], [8.9726, 3.3599, -3.7196], [7.8909, 3.1624, -2.8511], [7.7761, 3.9843, -1.6301], [8.6053, 4.8531, -1.3857], [3.6745, 3.1728, 1.7214], [5.4433, 4.8196, 2.2943], [7.3369, 5.1989, 0.7441], [3.8209, 1.8724, -0.3814], [6.3480, 0.6098, -4.4999], [8.2772, 0.9470, -6.0160], [9.9505, 2.7170, -5.5296], [9.7139, 4.1290, -3.5091]], "forces_ev_per_a": [[1.32, 0.42, 0.97], [6.11, -0.84, 2.83], [-7.16, 1.79, -3.54], [-0.29, -1.03, -0.57], [0.76, -0.20, -0.42], [-1.38, -0.27, -0.87], [0.15, 0.22, 0.75], [-1.08, -0.25, 2.33], [1.49, -1.07, -0.94], [1.16, -0.23, 1.32], [-0.99, -0.12, 1.36], [1.64, -2.12, 7.22], [3.05, -1.46, -5.65], [-5.05, 4.33, -4.14], [0.40, 1.85, -0.58], [0.61, -0.29, -1.56], [-1.67, -1.88, -0.40], [-1.31, 0.69, 2.03], [-0.48, -0.80, 2.41], [1.32, 2.37, 0.04], [0.95, -1.52, 1.89], [-0.56, 1.88, -1.51], [1.18, -1.34, -1.32], [-0.62, 2.62, 0.40], [0.37, -0.56, -2.23], [0.17, -2.00, 0.23], [-0.04, -0.32, 0.09], [-0.14, -0.31, 0.24], [0.16, 0.18, -0.23], [0.12, 0.48, -0.29], [0.19, 0.51, -0.31], [-0.04, 0.29, -0.01], [0.94, -0.69, -1.01], [-0.46, 0.37, 0.49], [-0.26, -0.59, 0.33], [-0.19, -0.17, 0.25], [0.18, 0.29, -0.24], [0.06, 0.37, -0.12], [0.00, -0.34, 0.01], [-0.19, -0.58, 0.31], [-0.73, 0.91, 0.86], [0.34, -0.42, -0.42], [-0.08, -0.13, 0.15], [0.02, -0.20, 0.04], [0.13, -0.30, -0.06], [-0.26, 0.02, 0.24], [-0.07, 0.32, 0.10], [0.02, 0.20, -0.03], [0.10, 0.11, -0.14], [0.20, 0.01, -0.27], [0.10, -0.07, -0.23], [0.23, -0.06, -0.37], [-0.21, 0.00, 0.23], [-0.15, 0.13, 0.44], [-0.33, 0.15, 0.55], [-0.09, 0.07, 0.13], [-1.37, -1.12, -0.11], [0.73, 0.62, 0.04], [0.46, -0.16, -0.61], [0.29, 0.04, -0.24], [-0.28, 0.05, 0.32], [-0.12, 0.17, 0.34], [0.04, -0.22, -0.30], [0.32, -0.19, -0.60], [0.75, 0.99, 0.53], [-0.31, -0.42, -0.21], [0.13, -0.07, -0.18], [0.02, -0.09, -0.17], [-0.11, -0.21, -0.23], [0.22, -0.03, -0.01], [0.07, 0.25, 0.23], [-0.04, 0.10, 0.17], [-0.14, -0.01, 0.13], [-0.28, -0.15, 0.12]], "spin_multiplicity": 1, "e_homo_ha": -0.1633, "charge": -1}